{
  "formula": "C24H48ClNa2O28",
  "method": "ωB97M-V/def2-TZVPD",
  "species": ["Na", "Na", "Cl", "O", "O", "O", "O", "C", "O", "C", "O", "O", "C", "H", "H", "H", "H", "H", "H", "C", "O", "C", "O", "O", "C", "H", "H", "H", "H", "H", "H", "C", "O", "C", "O", "O", "C", "H", "H", "H", "H", "H", "H", "C", "O", "C", "O", "O", "C", "H", "H", "H", "H", "H", "H", "C", "O", "C", "O", "O", "C", "H", "H", "H", "H", "H", "H", "C", "O", "C", "O", "O", "C", "H", "H", "H", "H", "H", "H", "C", "O", "C", "O", "O", "C", "H", "H", "H", "H", "H", "H", "C", "O", "C", "O", "O", "C", "H", "H", "H", "H", "H", "H"],
  "positions_angstrom": [[-5.68, 0.53, -0.72], [2.42, 0.02, -4.90], [-0.54, -0.33, -0.92], [-1.69, -0.38, -0.09], [-0.29, -1.60, -1.45], [-0.79, 0.52, -2.05], [0.63, 0.17, -0.23], [-3.87, 3.56, -5.85], [-5.05, 4.34, -5.90], [-6.12, 3.94, -5.18], [-6.24, 2.91, -4.48], [-7.13, 4.79, -5.40], [-8.43, 4.63, -4.82], [-3.46, 3.61, -6.86], [-4.08, 2.53, -5.55], [-3.16, 3.91, -5.10], [-8.80, 5.65, -4.80], [-8.34, 4.16, -3.84], [-9.12, 4.04, -5.43], [2.98, 4.59, 3.86], [3.45, 5.78, 3.27], [3.49, 6.96, 4.05], [3.11, 7.05, 5.21], [3.97, 7.88, 3.31], [3.76, 9.26, 3.76], [3.68, 4.14, 4.57], [2.83, 3.88, 3.05], [2.06, 4.76, 4.43], [2.71, 9.54, 3.81], [4.29, 10.02, 3.18], [4.04, 9.39, 4.81], [-0.34, 2.01, 10.13], [-1.10, 1.31, 9.15], [-0.52, 0.57, 8.19], [0.73, 0.44, 8.01], [-1.47, 0.12, 7.32], [-0.97, -0.51, 6.15], [-0.26, 1.51, 11.09], [-0.84, 2.97, 10.19], [0.69, 2.16, 9.82], [-0.75, -1.53, 6.43], [-0.13, 0.02, 5.70], [-1.74, -0.52, 5.37], [-5.09, 6.45, -0.18], [-4.58, 6.22, 1.15], [-4.47, 4.93, 1.63], [-4.85, 3.88, 1.08], [-3.72, 4.98, 2.69], [-3.47, 3.82, 3.46], [-4.91, 5.62, -0.86], [-4.63, 7.36, -0.58], [-6.15, 6.66, -0.17], [-3.01, 3.08, 2.81], [-4.40, 3.38, 3.83], [-2.77, 4.04, 4.27], [-8.81, -4.69, -1.80], [-7.74, -4.80, -2.70], [-6.82, -3.78, -2.77], [-6.79, -2.78, -2.06], [-6.04, -4.01, -3.80], [-5.06, -3.14, -4.28], [-9.76, -5.10, -2.16], [-8.98, -3.66, -1.50], [-8.61, -5.34, -0.95], [-5.32, -2.08, -4.32], [-4.47, -3.45, -5.14], [-4.26, -3.06, -3.55], [0.75, -7.70, -3.12], [1.46, -8.39, -4.20], [1.83, -9.67, -4.08], [1.64, -10.42, -3.15], [2.56, -9.94, -5.08], [3.07, -11.23, -5.25], [1.37, -7.69, -2.22], [-0.20, -8.15, -2.84], [0.80, -6.65, -3.40], [3.61, -11.48, -6.17], [2.27, -11.97, -5.13], [3.69, -11.43, -4.37], [4.63, -4.94, -1.14], [5.13, -5.33, -2.46], [5.09, -4.35, -3.40], [4.65, -3.20, -3.28], [5.48, -4.80, -4.54], [5.77, -6.17, -4.76], [5.49, -4.53, -0.61], [4.14, -5.82, -0.73], [3.97, -4.07, -1.13], [6.51, -6.56, -4.06], [6.22, -6.36, -5.73], [4.77, -6.60, -4.66], [6.21, 0.50, 2.09], [7.18, 1.42, 1.70], [7.89, 2.15, 2.61], [7.67, 2.11, 3.84], [8.85, 2.72, 1.99], [9.94, 3.50, 2.66], [6.64, -0.44, 2.44], [5.56, 0.19, 1.28], [5.54, 0.88, 2.87], [10.85, 3.59, 2.08], [10.18, 3.00, 3.60], [9.52, 4.45, 2.99]],
  "lowdin_charge": [0.915, 0.960, 0.568, -0.374, -0.370, -0.421, -0.364, -0.047, -0.001, -0.531, 0.056, -0.009, -0.021, 0.099, 0.086, 0.096, 0.099, 0.089, 0.097, -0.077, -0.038, -0.583, 0.110, 0.035, -0.001, 0.094, 0.092, 0.089, 0.096, 0.094, 0.090, -0.041, -0.007, -0.506, 0.054, -0.016, -0.054, 0.096, 0.097, 0.091, 0.101, 0.097, 0.089, -0.035, -0.008, -0.562, 0.056, 0.020, -0.018, 0.086, 0.093, 0.090, 0.096, 0.101, 0.104, -0.058, 0.002, -0.541, 0.074, 0.030, -0.053, 0.096, 0.090, 0.097, 0.095, 0.103, 0.094, -0.013, -0.015, -0.665, 0.122, 0.029, -0.032, 0.085, 0.098, 0.089, 0.101, 0.100, 0.100, -0.001, -0.031, -0.614, 0.065, 0.021, -0.012, 0.098, 0.098, 0.088, 0.101, 0.100, 0.104, -0.075, -0.019, -0.590, 0.077, 0.020, 0.035, 0.095, 0.088, 0.093, 0.093, 0.089, 0.095],
  "homo_energy_ev": -10.6768,
  "total_charge": 1,
  "energy_ev": -104334.8816,
  "relative_energy_kcal_mol": 0.00
}


{
  "formula": "C3H4N2O2",
  "method": "ωB97M-V/def2-TZVPD",
  "species": ["C", "C", "C", "H", "H", "H", "H", "N", "N", "O", "O"],
  "positions_angstrom": [[0.66, 0.01, 0.06], [0.19, 1.27, 0.01], [-1.42, 0.02, -0.11], [2.72, -0.16, -0.39], [2.18, -1.21, 0.73], [0.88, 2.17, 0.10], [-2.75, -1.46, -0.21], [1.86, -0.59, -0.09], [-1.15, 1.28, -0.07], [-2.76, -0.47, 0.07], [-0.41, -0.87, -0.10]],
  "lowdin_charge": [-0.401, -0.125, -0.421, 0.093, 0.136, 0.143, 0.144, 0.095, 0.147, 0.043, 0.146],
  "homo_energy_ev": -8.2341,
  "energy_ev": -10249.7260,
  "relative_energy_kcal_mol": 58.55
}


{
  "formula": "C15H13BrN2O3S3",
  "method": "ωB97M-V/def2-TZVPD",
  "species": ["O", "O", "Br", "N", "O", "S", "S", "S", "C", "C", "C", "C", "C", "C", "C", "C", "C", "N", "C", "C", "C", "C", "C", "C", "H", "H", "H", "H", "H", "H", "H", "H", "H", "H", "H", "H", "H"],
  "positions_angstrom": [[3.14, 0.65, -0.20], [0.87, 2.75, -3.86], [1.95, -2.55, 0.21], [-1.27, 0.10, 1.91], [1.73, 0.99, -4.98], [-2.30, 2.27, 2.90], [-1.38, 1.80, -0.15], [0.39, -1.73, -2.50], [2.96, -0.16, -1.10], [1.23, 1.60, -3.85], [-1.60, 1.34, 1.54], [-1.18, -1.48, 5.12], [-1.90, -0.55, 5.89], [-1.02, -1.26, 3.77], [-2.49, 0.58, 5.27], [-1.55, -0.12, 3.22], [-2.21, 0.72, 3.91], [2.37, -0.10, -2.29], [-1.25, 0.47, -3.31], [-0.63, 0.23, -1.00], [-0.09, 0.06, -2.34], [2.20, -1.50, -2.44], [2.97, -1.67, -1.14], [1.25, 0.92, -2.43], [1.63, 1.75, -5.60], [-0.77, -2.36, 5.58], [-1.98, -0.59, 7.04], [-0.51, -2.05, 3.20], [-2.99, 1.46, 5.77], [-2.10, -0.12, -2.99], [-1.00, 0.31, -4.27], [-1.42, 1.49, -3.25], [0.30, 0.02, -0.40], [-1.31, -0.72, -1.00], [2.76, -2.09, -3.22], [4.00, -2.10, -1.26], [1.22, 1.64, -1.76]],
  "lowdin_charge": [0.101, 0.111, 0.764, 0.035, 0.110, 0.986, 0.904, 0.989, -0.512, -0.442, -0.884, -0.087, -0.082, -0.006, -0.071, -0.446, -0.435, 0.020, -0.046, -0.455, -0.702, -0.541, -0.610, -0.061, 0.141, 0.095, 0.128, 0.124, 0.125, 0.097, 0.044, 0.065, 0.066, 0.111, 0.135, 0.127, 0.100],
  "homo_energy_ev": -8.4468,
  "energy_ev": -127433.7622,
  "relative_energy_kcal_mol": 61.05
}


no.,LUMO (eV),Kohn-Sham gap (Ha),largest force on an atom (eV/A)
1,-4.18,0.2389,5.0
2,0.64,0.3261,4.6
3,0.33,0.3226,8.8